(1)
Formula: C4H34N3O11
Source: the Open Molecules 2025 dataset
Level of theory: ωB97M-V/def2-TZVPD

CARTESIAN COORDINATES (ANGSTROEM)
C (2.959, 0.070, 1.667)
C (2.107, 0.800, 0.560)
C (0.862, 0.050, 0.144)
N (-0.921, -1.860, -0.452)
C (0.293, -2.079, -0.856)
N (1.221, -1.118, -0.691)
N (2.852, 0.553, 3.010)
H (3.988, 0.211, 1.316)
H (2.607, -0.965, 1.640)
H (1.851, 1.826, 0.828)
H (2.773, 0.955, -0.308)
H (0.355, -0.409, 1.041)
H (0.177, 0.685, -0.427)
H (-1.609, -2.597, -0.428)
H (-1.267, -0.956, -0.165)
H (0.572, -2.999, -1.352)
H (2.149, -1.521, -0.785)
H (3.308, 1.447, 3.126)
H (1.896, 0.581, 3.335)
H (-1.958, 0.005, -2.543)
H (-2.053, -0.357, -4.053)
O (-1.439, -0.109, -3.365)
H (-0.563, -1.242, 5.236)
H (-1.195, -0.997, 3.795)
O (-0.752, -1.631, 4.376)
H (-2.315, 3.566, -2.103)
H (-1.047, 2.883, -1.821)
O (-1.841, 3.216, -1.343)
H (-1.888, -2.528, 2.615)
H (-2.632, -1.326, 2.222)
O (-2.159, -2.070, 1.793)
H (-3.874, 0.341, -0.854)
H (-2.879, 1.533, -0.971)
O (-2.978, 0.577, -1.125)
H (-2.482, 0.678, 3.656)
H (-1.667, 1.383, 2.654)
O (-1.634, 0.584, 3.207)
H (2.131, -2.164, -3.128)
H (3.664, -2.559, -3.074)
O (2.895, -2.313, -2.560)
H (0.920, 2.031, -3.097)
H (-0.300, 1.124, -2.926)
O (0.217, 1.812, -2.457)
H (-2.581, 2.775, 0.503)
H (-3.319, 3.120, 1.830)
O (-2.951, 2.390, 1.309)
H (1.896, 2.676, -4.981)
H (2.877, 1.774, -4.448)
O (1.924, 1.776, -4.620)
H (0.951, -3.913, 1.925)
H (0.182, -2.513, 1.798)
O (0.673, -3.198, 1.347)

Values from the calculation:
Kohn-Sham gap = 9.06 eV
HOMO energy = -11.3 eV
ΔE to the lowest compared entry with this formula, charge and spin = 0.00 kJ/mol
total energy = -1164.5250 Ha
net charge = +1
strongest force on any atom = 2.30 eV Å⁻¹

---

(2)
Formula: C4H11NO3
Source: the Open Molecules 2025 dataset
Level of theory: ωB97M-V/def2-TZVPD

CARTESIAN COORDINATES (ANGSTROEM)
N (1.026, 0.840, 2.019)
C (-0.236, 0.676, 1.556)
O (-1.164, 0.079, 2.020)
O (-0.509, 1.852, 0.530)
O (-1.873, 1.874, 0.133)
H (1.183, 0.599, 2.984)
H (1.635, 1.464, 1.517)
H (-2.333, 1.501, 0.914)
C (1.376, -0.482, -1.517)
C (0.323, -0.824, -0.468)
C (-1.040, -1.191, -1.034)
H (1.536, -1.324, -2.190)
H (1.055, 0.388, -2.087)
H (2.321, -0.227, -1.036)
H (0.684, -1.616, 0.190)
H (0.161, 0.261, -0.017)
H (-1.738, -1.419, -0.230)
H (-1.434, -0.368, -1.626)
H (-0.971, -2.082, -1.658)

Values from the calculation:
Kohn-Sham gap = 10.37 eV
HOMO energy = -9.7 eV
ΔE to the lowest compared entry with this formula, charge and spin = 445.40 kJ/mol
total energy = -439.3563 Ha
net charge = 0
strongest force on any atom = 3.51 eV Å⁻¹
structure (SMILES) = NC(=O)OO.CCC

---

(3)
Formula: C34H82Cl10N5O17P3
Source: the Open Molecules 2025 dataset
Level of theory: ωB97M-V/def2-TZVPD

CARTESIAN COORDINATES (ANGSTROEM)
C (0.668, 6.884, 21.098)
C (-0.323, 8.018, 21.031)
O (-0.625, 8.672, 22.022)
N (-0.745, 8.329, 19.774)
C (-1.759, 9.309, 19.445)
H (1.668, 7.240, 21.350)
H (0.674, 6.234, 20.224)
H (0.437, 6.226, 21.941)
H (-0.245, 7.899, 19.017)
H (-2.759, 8.876, 19.421)
H (-1.674, 9.700, 18.430)
H (-1.709, 10.126, 20.164)
C (-3.681, 6.217, 21.619)
C (-4.350, 7.427, 21.042)
O (-5.321, 7.313, 20.308)
N (-3.801, 8.610, 21.383)
C (-4.372, 9.854, 20.913)
H (-4.242, 5.951, 22.522)
H (-2.683, 6.420, 22.013)
H (-3.760, 5.369, 20.948)
H (-2.980, 8.626, 21.963)
H (-5.450, 9.930, 21.044)
H (-4.131, 10.017, 19.859)
H (-3.904, 10.655, 21.489)
C (2.865, 17.914, 25.559)
C (2.453, 16.460, 25.363)
O (1.472, 16.025, 25.963)
N (3.167, 15.705, 24.521)
C (2.852, 14.336, 24.188)
H (2.111, 18.572, 25.131)
H (3.754, 18.118, 24.955)
H (3.023, 18.089, 26.618)
H (4.041, 16.038, 24.148)
H (3.350, 13.551, 24.754)
H (3.111, 14.165, 23.142)
H (1.774, 14.184, 24.200)
C (-1.768, 12.473, 22.859)
C (-0.656, 12.920, 21.941)
O (-0.910, 13.658, 20.990)
N (0.586, 12.516, 22.210)
C (1.014, 11.777, 23.383)
H (-2.001, 13.221, 23.619)
H (-1.633, 11.475, 23.276)
H (-2.684, 12.400, 22.272)
H (1.322, 12.884, 21.624)
H (0.676, 12.249, 24.307)
H (2.097, 11.677, 23.409)
H (0.616, 10.758, 23.392)
C (4.482, 6.533, 22.486)
C (5.190, 7.592, 21.669)
O (5.930, 7.268, 20.746)
N (5.104, 8.889, 22.035)
C (4.401, 9.488, 23.180)
H (5.242, 6.096, 23.136)
H (4.138, 5.737, 21.833)
H (3.708, 6.965, 23.131)
H (5.699, 9.522, 21.530)
H (3.357, 9.583, 22.870)
H (4.734, 10.504, 23.391)
H (4.552, 8.932, 24.103)
C (-5.696, 18.351, 21.064)
O (-5.778, 16.936, 21.142)
P (-4.472, 16.084, 21.510)
O (-3.633, 16.625, 22.570)
O (-5.044, 14.604, 21.766)
C (-5.799, 13.972, 20.727)
O (-3.785, 15.971, 20.060)
C (-2.463, 15.419, 19.867)
H (-6.523, 18.713, 21.675)
H (-5.745, 18.686, 20.025)
H (-4.761, 18.785, 21.430)
H (-6.236, 14.620, 19.970)
H (-6.622, 13.494, 21.262)
H (-5.265, 13.160, 20.231)
H (-2.430, 14.468, 20.404)
H (-1.793, 16.193, 20.235)
H (-2.300, 15.123, 18.834)
C (4.492, 12.843, 20.467)
O (3.250, 13.537, 20.487)
P (3.225, 15.103, 20.154)
O (3.943, 15.935, 21.128)
O (3.649, 15.230, 18.619)
C (4.957, 15.669, 18.268)
O (1.670, 15.399, 20.115)
C (0.983, 15.905, 21.255)
H (5.259, 13.349, 19.876)
H (4.354, 11.850, 20.038)
H (4.874, 12.718, 21.482)
H (5.666, 15.730, 19.096)
H (4.937, 16.645, 17.789)
H (5.395, 14.959, 17.568)
H (1.124, 15.206, 22.089)
H (-0.097, 15.978, 21.162)
H (1.443, 16.845, 21.557)
C (0.384, 12.693, 26.715)
O (1.503, 12.125, 26.004)
P (2.642, 11.393, 26.806)
O (3.865, 11.081, 26.057)
O (2.921, 12.327, 28.077)
C (3.503, 13.605, 27.977)
O (1.817, 10.113, 27.397)
C (2.309, 9.459, 28.558)
H (0.500, 13.775, 26.632)
H (0.298, 12.425, 27.767)
H (-0.515, 12.373, 26.190)
H (4.483, 13.701, 28.449)
H (2.847, 14.382, 28.369)
H (3.716, 13.881, 26.939)
H (3.295, 9.734, 28.930)
H (2.289, 8.396, 28.308)
H (1.609, 9.576, 29.390)
Cl (2.225, 9.966, 20.139)
C (1.490, 11.348, 19.326)
C (1.390, 11.066, 17.833)
Cl (0.836, 12.547, 17.054)
H (2.106, 12.235, 19.474)
H (0.542, 11.511, 19.832)
H (0.687, 10.248, 17.692)
H (2.385, 10.832, 17.467)
Cl (-1.214, 6.811, 25.415)
C (-0.190, 8.267, 25.617)
C (1.095, 8.231, 24.770)
Cl (2.245, 7.052, 25.452)
H (0.042, 8.422, 26.670)
H (-0.776, 9.161, 25.350)
H (1.610, 9.187, 24.770)
H (0.790, 7.856, 23.795)
Cl (-5.910, 12.200, 23.949)
C (-4.330, 12.493, 24.746)
C (-3.886, 11.272, 25.547)
Cl (-2.957, 10.119, 24.479)
H (-4.518, 13.367, 25.365)
H (-3.614, 12.767, 23.979)
H (-4.739, 10.770, 25.987)
H (-3.126, 11.561, 26.268)
Cl (-1.802, 15.006, 24.861)
C (-0.541, 16.261, 24.556)
C (-1.126, 17.527, 23.968)
Cl (0.255, 18.687, 23.924)
H (0.184, 15.797, 23.894)
H (-0.033, 16.451, 25.495)
H (-1.917, 18.002, 24.541)
H (-1.490, 17.464, 22.947)
Cl (-3.856, 12.173, 19.443)
C (-2.419, 12.895, 18.656)
C (-2.481, 12.887, 17.153)
Cl (-2.372, 11.267, 16.449)
H (-1.513, 12.398, 18.996)
H (-2.301, 13.927, 18.984)
H (-1.683, 13.472, 16.702)
H (-3.387, 13.330, 16.739)

Values from the calculation:
Kohn-Sham gap = 9.35 eV
HOMO energy = -9.1 eV
ΔE to the lowest compared entry with this formula, charge and spin = 419.48 kJ/mol
total energy = -8523.7971 Ha
net charge = 0
strongest force on any atom = 2.69 eV Å⁻¹

---

(4)
Formula: C31H29F3N5O3Ti
Source: the Open Molecules 2025 dataset
Level of theory: ωB97M-V/def2-TZVPD

CARTESIAN COORDINATES (ANGSTROEM)
Ti (0.334, -1.062, 0.312)
C (-4.322, 1.398, 0.880)
C (-2.874, 1.841, 1.101)
C (-2.182, 2.291, -0.161)
C (-2.229, 3.635, -0.515)
C (-1.594, 4.095, -1.656)
C (-0.918, 3.200, -2.469)
C (-0.863, 1.845, -2.162)
C (-0.212, 0.897, -3.137)
C (-1.193, 0.465, -4.232)
C (-1.491, 1.404, -0.993)
N (-1.386, 0.016, -0.617)
C (-2.329, -0.797, -0.989)
C (-2.186, -2.163, -0.673)
C (-2.973, -3.294, -0.833)
C (-2.246, -4.364, -0.287)
C (-1.045, -3.848, 0.170)
N (-0.996, -2.509, -0.049)
H (-4.802, 1.155, 1.829)
H (-4.380, 0.516, 0.240)
H (-4.898, 2.191, 0.403)
H (-2.311, 1.028, 1.559)
H (-2.869, 2.671, 1.811)
H (-2.766, 4.325, 0.125)
H (-1.631, 5.145, -1.915)
H (-0.433, 3.550, -3.373)
H (0.166, 0.013, -2.628)
H (0.644, 1.394, -3.599)
H (-2.042, -0.073, -3.806)
H (-0.707, -0.192, -4.953)
H (-1.586, 1.330, -4.766)
H (-3.196, -0.435, -1.536)
H (-3.948, -3.335, -1.292)
H (-2.549, -5.397, -0.245)
H (-0.211, -4.360, 0.624)
O (1.420, -1.150, -1.107)
C (2.667, -0.739, -1.428)
C (3.489, -1.550, -2.196)
C (4.760, -1.115, -2.522)
C (5.215, 0.128, -2.088)
C (4.391, 0.931, -1.321)
C (3.105, 0.510, -0.985)
C (2.226, 1.325, -0.152)
N (1.158, 0.914, 0.536)
C (0.663, 2.021, 1.202)
C (1.435, 3.095, 0.924)
N (2.410, 2.638, 0.067)
H (3.114, -2.514, -2.512)
H (5.407, -1.749, -3.112)
H (6.214, 0.459, -2.335)
H (4.770, 1.877, -0.956)
H (-0.213, 1.964, 1.823)
H (1.369, 4.122, 1.232)
H (3.126, 3.199, -0.364)
F (4.782, -3.392, 1.538)
C (3.804, -2.545, 1.813)
F (4.213, -1.303, 1.495)
F (3.567, -2.567, 3.131)
C (2.516, -2.897, 1.028)
O (2.463, -3.813, 0.265)
O (1.534, -2.080, 1.357)
C (-1.427, -0.749, 4.978)
C (-2.255, -1.159, 3.945)
C (-1.760, -1.147, 2.655)
N (-0.512, -0.757, 2.363)
C (0.285, -0.370, 3.368)
C (-0.133, -0.345, 4.683)
H (-1.781, -0.755, 6.000)
H (-3.267, -1.489, 4.130)
H (-2.371, -1.466, 1.820)
H (1.294, -0.085, 3.098)
H (0.548, -0.025, 5.458)

Values from the calculation:
Kohn-Sham gap = 7.34 eV
HOMO energy = -11.1 eV
ΔE to the lowest compared entry with this formula, charge and spin = 0.00 kJ/mol
total energy = -2847.3105 Ha
net charge = +1
strongest force on any atom = 0.24 eV Å⁻¹

---

Repeat the fourth record exactly.
Formula: C31H29F3N5O3Ti
Source: the Open Molecules 2025 dataset
Level of theory: ωB97M-V/def2-TZVPD

CARTESIAN COORDINATES (ANGSTROEM)
Ti (0.334, -1.062, 0.312)
C (-4.322, 1.398, 0.880)
C (-2.874, 1.841, 1.101)
C (-2.182, 2.291, -0.161)
C (-2.229, 3.635, -0.515)
C (-1.594, 4.095, -1.656)
C (-0.918, 3.200, -2.469)
C (-0.863, 1.845, -2.162)
C (-0.212, 0.897, -3.137)
C (-1.193, 0.465, -4.232)
C (-1.491, 1.404, -0.993)
N (-1.386, 0.016, -0.617)
C (-2.329, -0.797, -0.989)
C (-2.186, -2.163, -0.673)
C (-2.973, -3.294, -0.833)
C (-2.246, -4.364, -0.287)
C (-1.045, -3.848, 0.170)
N (-0.996, -2.509, -0.049)
H (-4.802, 1.155, 1.829)
H (-4.380, 0.516, 0.240)
H (-4.898, 2.191, 0.403)
H (-2.311, 1.028, 1.559)
H (-2.869, 2.671, 1.811)
H (-2.766, 4.325, 0.125)
H (-1.631, 5.145, -1.915)
H (-0.433, 3.550, -3.373)
H (0.166, 0.013, -2.628)
H (0.644, 1.394, -3.599)
H (-2.042, -0.073, -3.806)
H (-0.707, -0.192, -4.953)
H (-1.586, 1.330, -4.766)
H (-3.196, -0.435, -1.536)
H (-3.948, -3.335, -1.292)
H (-2.549, -5.397, -0.245)
H (-0.211, -4.360, 0.624)
O (1.420, -1.150, -1.107)
C (2.667, -0.739, -1.428)
C (3.489, -1.550, -2.196)
C (4.760, -1.115, -2.522)
C (5.215, 0.128, -2.088)
C (4.391, 0.931, -1.321)
C (3.105, 0.510, -0.985)
C (2.226, 1.325, -0.152)
N (1.158, 0.914, 0.536)
C (0.663, 2.021, 1.202)
C (1.435, 3.095, 0.924)
N (2.410, 2.638, 0.067)
H (3.114, -2.514, -2.512)
H (5.407, -1.749, -3.112)
H (6.214, 0.459, -2.335)
H (4.770, 1.877, -0.956)
H (-0.213, 1.964, 1.823)
H (1.369, 4.122, 1.232)
H (3.126, 3.199, -0.364)
F (4.782, -3.392, 1.538)
C (3.804, -2.545, 1.813)
F (4.213, -1.303, 1.495)
F (3.567, -2.567, 3.131)
C (2.516, -2.897, 1.028)
O (2.463, -3.813, 0.265)
O (1.534, -2.080, 1.357)
C (-1.427, -0.749, 4.978)
C (-2.255, -1.159, 3.945)
C (-1.760, -1.147, 2.655)
N (-0.512, -0.757, 2.363)
C (0.285, -0.370, 3.368)
C (-0.133, -0.345, 4.683)
H (-1.781, -0.755, 6.000)
H (-3.267, -1.489, 4.130)
H (-2.371, -1.466, 1.820)
H (1.294, -0.085, 3.098)
H (0.548, -0.025, 5.458)

Values from the calculation:
Kohn-Sham gap = 7.34 eV
HOMO energy = -11.1 eV
ΔE to the lowest compared entry with this formula, charge and spin = 0.00 kJ/mol
total energy = -2847.3105 Ha
net charge = +1
strongest force on any atom = 0.24 eV Å⁻¹

---

Which value of HOMO energy does entry 1 give? -11.3 eV

---

What is the formula in the second record? C4H11NO3